{
  "formula": "C6H12O",
  "method": "wB97M-V/def2-TZVPD",
  "smiles": "C1=CCC1.COC",
  "homo_ha": -0.3398,
  "orbital_gap_ev": 10.3,
  "e_above_lowest_kcal_mol": 63.44,
  "fmax_ev_per_a": 0.302,
  "species": ["C", "C", "C", "C", "H", "H", "H", "H", "H", "H", "C", "O", "C", "H", "H", "H", "H", "H", "H"],
  "xyz": [[0.375, 1.529, 1.213], [-0.571, 1.080, 2.043], [-1.673, 1.157, 1.007], [-0.566, 1.677, 0.037], [1.441, 1.713, 1.323], [-0.570, 0.765, 3.083], [-2.111, 0.198, 0.712], [-2.474, 1.874, 1.219], [-0.714, 2.698, -0.334], [-0.370, 1.005, -0.805], [1.224, -1.545, 0.010], [0.028, -1.491, -0.725], [0.271, -1.507, -2.107], [0.960, -1.527, 1.069], [1.868, -0.677, -0.208], [1.791, -2.463, -0.214], [-0.696, -1.455, -2.612], [0.886, -0.646, -2.418], [0.790, -2.429, -2.416]],
  "lowdin_charge": [-0.113, -0.099, -0.173, -0.174, 0.094, 0.092, 0.099, 0.099, 0.101, 0.081, -0.138, -0.254, -0.140, 0.086, 0.086, 0.088, 0.090, 0.087, 0.087]
}

---

{
  "formula": "C6H12O",
  "method": "wB97M-V/def2-TZVPD",
  "smiles": "C=CO[C@H]1C[C@H]1C.[H][H]",
  "homo_ha": -0.3219,
  "orbital_gap_ev": 9.9,
  "e_above_lowest_kcal_mol": 71.80,
  "fmax_ev_per_a": 0.348,
  "species": ["C", "C", "O", "C", "C", "C", "C", "H", "H", "H", "H", "H", "H", "H", "H", "H", "H", "H", "H"],
  "xyz": [[2.494, 1.223, 0.054], [1.401, 0.491, -0.147], [0.541, 0.184, 0.861], [-0.412, -0.812, 0.595], [-1.756, -0.589, 1.206], [-1.593, -0.513, -0.291], [-1.726, 0.815, -0.998], [2.775, 1.552, 1.049], [3.158, 1.439, -0.774], [1.164, 0.048, -1.115], [-0.007, -1.824, 0.590], [-1.881, 0.358, 1.726], [-2.279, -1.429, 1.652], [-1.972, -1.368, -0.849], [-1.252, 0.786, -1.986], [-2.781, 1.076, -1.139], [-1.252, 1.615, -0.421], [2.844, -1.275, 0.029], [2.587, -1.973, -0.007]],
  "lowdin_charge": [-0.005, -0.309, -0.065, -0.301, -0.054, -0.276, -0.069, 0.065, 0.056, 0.125, 0.140, 0.118, 0.103, 0.133, 0.076, 0.078, 0.083, 0.040, 0.061]
}

---

{
  "formula": "C6H12O",
  "method": "wB97M-V/def2-TZVPD",
  "homo_ha": -0.3376,
  "orbital_gap_ev": 10.2,
  "e_above_lowest_kcal_mol": 55.33,
  "fmax_ev_per_a": 2.606,
  "species": ["C", "C", "C", "C", "C", "C", "O", "H", "H", "H", "H", "H", "H", "H", "H", "H", "H", "H", "H"],
  "xyz": [[-1.481, -0.311, 1.877], [-1.746, 0.010, 0.423], [-0.440, -0.377, -0.295], [0.093, 0.660, -1.183], [1.537, 0.289, -1.435], [2.049, -0.087, 0.007], [1.028, -0.835, 0.611], [-1.271, -1.380, 1.965], [-0.568, 0.208, 2.176], [-2.319, -0.034, 2.514], [-2.638, -0.530, 0.055], [-2.004, 1.076, 0.291], [-0.449, -1.348, -0.768], [-0.747, 0.344, -1.861], [-0.055, 1.703, -0.866], [2.129, 1.063, -1.941], [1.578, -0.647, -2.004], [3.006, -0.627, -0.151], [2.298, 0.822, 0.586]],
  "lowdin_charge": [-0.113, -0.214, -0.188, -0.199, -0.159, -0.275, -0.174, 0.083, 0.078, 0.072, 0.117, 0.112, 0.136, 0.149, 0.129, 0.110, 0.112, 0.115, 0.109]
}

---

{
  "formula": "C6H12O",
  "method": "wB97M-V/def2-TZVPD",
  "smiles": "CCOCC1CC1",
  "homo_ha": -0.3575,
  "orbital_gap_ev": 10.9,
  "e_above_lowest_kcal_mol": 34.51,
  "fmax_ev_per_a": 0.325,
  "species": ["C", "C", "O", "C", "C", "C", "C", "H", "H", "H", "H", "H", "H", "H", "H", "H", "H", "H", "H"],
  "xyz": [[3.229, 0.274, 0.379], [2.027, -0.184, -0.422], [0.852, 0.146, 0.283], [-0.285, -0.421, -0.321], [-1.536, -0.001, 0.404], [-2.845, -0.454, -0.170], [-2.483, 1.005, -0.187], [4.152, 0.098, -0.183], [3.151, 1.343, 0.597], [3.288, -0.268, 1.327], [2.074, -1.274, -0.593], [2.011, 0.297, -1.415], [-0.351, -0.116, -1.382], [-0.201, -1.522, -0.303], [-1.439, 0.012, 1.486], [-2.803, -0.993, -1.115], [-3.621, -0.799, 0.505], [-2.226, 1.453, -1.143], [-3.016, 1.672, 0.486]],
  "lowdin_charge": [-0.078, -0.304, -0.142, -0.222, -0.276, -0.128, -0.119, 0.075, 0.077, 0.077, 0.119, 0.121, 0.132, 0.130, 0.142, 0.102, 0.097, 0.100, 0.097]
}

---

{
  "formula": "C6H12O",
  "method": "wB97M-V/def2-TZVPD",
  "smiles": "CCCC1COC1",
  "homo_ha": -0.3505,
  "orbital_gap_ev": 10.6,
  "e_above_lowest_kcal_mol": 40.35,
  "fmax_ev_per_a": 1.624,
  "species": ["C", "C", "C", "C", "C", "O", "C", "H", "H", "H", "H", "H", "H", "H", "H", "H", "H", "H", "H"],
  "xyz": [[-0.399, -2.616, -1.093], [-0.388, -1.498, -0.051], [0.546, -0.333, -0.415], [0.586, 0.740, 0.680], [-0.654, 1.635, 0.897], [0.117, 2.827, 0.665], [1.339, 2.084, 0.636], [-0.717, -2.241, -2.074], [0.597, -3.059, -1.213], [-1.091, -3.414, -0.799], [-0.090, -1.913, 0.922], [-1.412, -1.119, 0.082], [0.229, 0.083, -1.390], [1.562, -0.726, -0.558], [1.016, 0.416, 1.625], [-1.059, 1.619, 1.918], [-1.482, 1.545, 0.174], [2.015, 2.381, -0.175], [1.907, 2.142, 1.616]],
  "lowdin_charge": [-0.122, -0.274, -0.179, -0.266, -0.149, -0.117, -0.170, 0.072, 0.072, 0.069, 0.110, 0.107, 0.125, 0.116, 0.125, 0.117, 0.121, 0.117, 0.125]
}

---

{
  "formula": "C6H12O",
  "method": "wB97M-V/def2-TZVPD",
  "homo_ha": [-0.2855, -0.2593],
  "orbital_gap_ev": [8.6, 7.1],
  "e_above_lowest_kcal_mol": 120.36,
  "fmax_ev_per_a": 1.834,
  "species": ["C", "C", "C", "C", "C", "C", "O", "H", "H", "H", "H", "H", "H", "H", "H", "H", "H", "H", "H"],
  "xyz": [[1.010, 2.272, -0.784], [0.558, 1.069, 0.010], [-0.887, 0.595, -0.228], [-1.264, -0.371, 0.786], [-1.156, -1.819, 0.520], [0.369, -1.702, 0.440], [0.825, -2.169, -0.809], [0.798, 2.146, -1.854], [0.553, 3.224, -0.468], [2.094, 2.395, -0.672], [0.753, 1.201, 1.086], [0.777, -0.572, 0.405], [-1.036, 0.227, -1.252], [-1.531, 1.481, -0.083], [-1.323, -0.023, 1.817], [-1.552, -2.133, -0.450], [-1.529, -2.463, 1.319], [0.851, -2.189, 1.294], [1.462, -1.517, -1.138]],
  "lowdin_charge": [-0.132, -0.192, -0.257, -0.129, -0.156, -0.296, -0.057, 0.070, 0.075, 0.067, 0.101, 0.085, 0.127, 0.132, 0.115, 0.121, 0.109, 0.125, 0.091]
}

---

{
  "formula": "C6H12O",
  "method": "wB97M-V/def2-TZVPD",
  "smiles": "C=C(O)CCCC",
  "homo_ha": -0.3252,
  "orbital_gap_ev": 9.8,
  "e_above_lowest_kcal_mol": 19.15,
  "fmax_ev_per_a": 0.351,
  "species": ["C", "C", "O", "C", "C", "C", "C", "H", "H", "H", "H", "H", "H", "H", "H", "H", "H", "H", "H"],
  "xyz": [[-2.204, -0.512, -0.566], [-1.290, -0.581, 0.403], [-1.389, 0.097, 1.584], [-0.020, -1.382, 0.342], [1.258, -0.574, 0.621], [1.632, 0.462, -0.449], [0.634, 1.629, -0.643], [-3.097, 0.101, -0.471], [-2.073, -1.069, -1.485], [-2.179, 0.653, 1.556], [-0.094, -2.180, 1.092], [0.042, -1.864, -0.641], [1.160, -0.088, 1.598], [2.088, -1.288, 0.721], [1.787, -0.065, -1.399], [2.617, 0.862, -0.183], [-0.267, 1.494, -0.052], [0.322, 1.722, -1.688], [1.073, 2.583, -0.340]],
  "lowdin_charge": [0.045, -0.455, 0.029, -0.144, -0.213, -0.241, -0.093, 0.061, 0.060, 0.112, 0.122, 0.119, 0.110, 0.108, 0.101, 0.098, 0.041, 0.072, 0.067]
}

---

{
  "formula": "C6H12O",
  "method": "wB97M-V/def2-TZVPD",
  "homo_ha": -0.3062,
  "orbital_gap_ev": 8.7,
  "e_above_lowest_kcal_mol": 111.84,
  "fmax_ev_per_a": 0.477,
  "species": ["C", "C", "C", "C", "C", "C", "O", "H", "H", "H", "H", "H", "H", "H", "H", "H", "H", "H", "H"],
  "xyz": [[-2.302, 1.107, -0.003], [0.096, 0.424, 1.421], [0.732, 0.043, 0.195], [1.448, 1.096, -0.627], [1.531, -1.247, 0.560], [0.474, -1.316, -0.460], [-0.649, -2.057, -0.119], [-2.897, 0.288, 0.411], [-1.902, 0.831, -0.984], [-2.922, 2.000, -0.097], [-0.532, -0.433, 1.734], [-1.473, 1.348, 0.681], [0.714, 1.739, -1.126], [2.061, 1.726, 0.021], [2.086, 0.654, -1.400], [1.325, -1.721, 1.515], [2.577, -1.217, 0.272], [0.782, -1.379, -1.506], [-1.421, -1.613, -0.497]],
  "lowdin_charge": [-0.036, 0.145, -0.554, -0.052, -0.002, -0.328, -0.002, 0.034, 0.032, 0.029, 0.027, -0.020, 0.078, 0.084, 0.080, 0.119, 0.120, 0.153, 0.093]
}

---

{
  "formula": "C6H12O",
  "method": "wB97M-V/def2-TZVPD",
  "charge": 1,
  "spin_multiplicity": 2,
  "homo_ha": [-0.5378, -0.5378],
  "orbital_gap_ev": [9.3, 5.9],
  "e_above_lowest_kcal_mol": 72.04,
  "fmax_ev_per_a": 6.769,
  "species": ["C", "C", "C", "C", "C", "C", "H", "H", "H", "H", "H", "H", "H", "H", "H", "H", "H", "H", "O"],
  "xyz": [[-0.609, -1.057, -1.945], [-0.676, -1.950, -0.575], [-0.490, -0.899, 0.663], [0.742, -0.773, 1.062], [-1.219, 1.457, 0.902], [-1.443, 0.230, 0.604], [0.473, -0.692, -2.108], [-1.365, -0.259, -1.985], [-1.008, -1.642, -2.675], [0.131, -2.629, -0.566], [-1.662, -2.356, -0.381], [0.948, -0.280, 1.892], [1.588, -1.368, 0.776], [-1.868, 2.356, 0.919], [-0.128, 1.733, 0.981], [-2.394, -0.147, 0.191], [3.362, 2.227, 0.427], [2.338, 3.080, 0.854], [3.281, 2.968, 0.965]],
  "mulliken_spin": [0.035, 0.050, 0.182, 0.311, 0.212, 0.089, -0.001, -0.001, 0.005, -0.004, 0.000, 0.031, 0.037, 0.005, 0.035, 0.012, 0.000, 0.001, 0.000]
}

---

{
  "formula": "C6H12O12S3",
  "method": "wB97M-V/def2-TZVPD",
  "smiles": "O=S(=O)(O)[C@H](O)CC=C([C@H](O)S(=O)(=O)O)[C@H](O)S(=O)(=O)O",
  "homo_ha": -0.3936,
  "orbital_gap_ev": 9.8,
  "e_above_lowest_kcal_mol": 67.54,
  "fmax_ev_per_a": 5.592,
  "species": ["O", "S", "O", "O", "C", "O", "C", "C", "C", "C", "O", "S", "O", "O", "O", "C", "O", "S", "O", "O", "O", "H", "H", "H", "H", "H", "H", "H", "H", "H", "H", "H", "H"],
  "xyz": [[-2.469, -0.049, 4.405], [-2.395, -1.008, 3.333], [-3.304, -2.199, 3.463], [-0.950, -1.634, 3.607], [-2.266, -0.307, 1.510], [-2.111, -1.183, 0.470], [-1.062, 0.615, 1.550], [-0.657, 1.247, 0.274], [0.575, 1.090, -0.386], [0.704, 1.522, -1.901], [-0.176, 2.716, -1.956], [0.277, 0.273, -3.268], [-1.157, -0.009, -3.521], [1.083, -0.987, -3.239], [0.685, 0.996, -4.729], [1.843, 0.435, 0.247], [3.021, 1.106, -0.145], [1.879, -1.456, 0.284], [2.462, -1.809, 1.608], [0.554, -2.113, 0.112], [2.874, -1.960, -0.976], [-1.119, -2.530, 3.953], [-3.154, 0.260, 1.415], [-1.238, -1.686, 0.410], [-1.283, 1.426, 2.246], [-0.227, 0.055, 1.944], [-1.482, 1.672, -0.341], [1.799, 1.678, -2.119], [0.004, 3.097, -2.893], [0.212, 0.325, -5.295], [1.703, 0.605, 1.342], [3.072, 1.951, 0.337], [2.302, -2.141, -1.743]],
  "lowdin_charge": [-0.288, 0.710, -0.334, -0.180, -0.356, 0.006, -0.176, 0.029, -0.116, -0.280, -0.066, 0.770, -0.311, -0.323, -0.200, -0.337, -0.017, 0.796, -0.291, -0.305, -0.156, 0.102, 0.131, 0.102, 0.137, 0.095, 0.147, 0.141, 0.148, 0.099, 0.137, 0.132, 0.056]
}